# 1
30
Properties=species:S:1:pos:R:3 method="wB97M-V/def2-TZVPD" smiles="C=P1=[N+]=CC(C)(C)C2=C1CCCC2" e_above_lowest_kcal_mol=54.2 lumo_energy_ev=-4.915 charge=+1 mol_weight_g_mol=194.24 gap_ev=8.15
C -1.49 -2.30 -2.89
P -0.66 -1.07 -2.10
N 0.86 -0.60 -2.90
C 1.51 0.15 -2.08
C 1.28 0.62 -0.64
C 0.51 1.94 -0.92
C 2.70 0.77 -0.02
C 0.28 -0.11 0.23
C -0.87 -0.80 0.05
C -2.15 -0.98 0.87
C -1.75 -0.72 2.32
C -0.83 0.47 2.31
C 0.59 0.16 1.75
H -2.48 -2.54 -2.64
H -1.15 -2.48 -3.90
H 2.47 0.54 -2.55
H -0.52 1.87 -1.25
H 1.04 2.66 -1.62
H 0.46 2.47 0.02
H 3.32 1.04 -0.79
H 2.99 -0.27 0.37
H 2.92 1.46 0.74
H -3.02 -0.45 0.54
H -2.47 -2.01 0.60
H -2.61 -0.53 2.83
H -1.18 -1.63 2.80
H -0.90 1.00 3.26
H -1.23 1.30 1.76
H 1.00 -0.84 1.96
H 1.37 0.87 1.89

=====

# 2
40
Properties=species:S:1:pos:R:3 method="wB97M-V/def2-TZVPD" lumo_energy_ev="-8.473 / -13.265" charge=+3 spin_multiplicity=5 mol_weight_g_mol=522.09 s2=6.01 gap_ev="8.84 / 3.86"
Pd 26.30 -6.89 15.66
Pd 28.15 -5.57 12.60
C 28.77 -3.80 15.64
C 28.84 -5.34 15.57
O 27.93 -5.95 14.70
H 28.89 -3.49 16.68
H 27.78 -3.48 15.31
H 29.51 -3.35 14.97
H 28.69 -5.71 16.60
H 29.88 -5.57 15.31
C 33.60 -6.82 11.52
C 33.68 -7.13 13.03
O 32.42 -6.59 13.53
C 31.67 -6.19 12.49
O 30.50 -5.92 12.59
O 32.34 -6.16 11.36
H 33.75 -7.71 10.91
H 34.37 -6.14 11.14
H 34.61 -6.73 13.44
H 33.57 -8.19 13.22
C 33.42 -2.82 16.94
C 32.64 -4.03 16.38
O 32.26 -4.71 17.62
C 32.33 -3.85 18.56
O 32.06 -4.05 19.78
O 32.79 -2.67 18.25
H 33.18 -1.91 16.39
H 34.50 -2.92 16.94
H 33.28 -4.67 15.77
H 31.80 -3.70 15.78
C 26.72 -0.48 13.40
C 25.99 -0.97 12.17
O 25.09 0.18 11.95
C 25.80 1.18 12.33
O 25.58 2.35 11.89
O 26.80 0.94 13.11
H 27.62 -0.99 13.72
H 26.04 -0.59 14.26
H 25.50 -1.93 12.13
H 26.70 -0.94 11.33

=====

# 3
33
Properties=species:S:1:pos:R:3 method="wB97M-V/def2-TZVPD" e_above_lowest_kcal_mol=79.8 lumo_energy_ev=-1.515 mol_weight_g_mol=244.23 gap_ev=4.55
C 2.56 1.90 1.47
C 1.77 0.74 0.71
C 2.89 -0.32 0.27
P 3.78 0.20 -1.28
O 1.17 1.17 -0.51
C 0.06 2.08 -0.29
C -1.25 1.22 -0.37
C -1.48 0.35 -1.52
C -2.69 -0.48 -1.55
C -3.69 -0.46 -0.41
C -3.40 0.48 0.69
C -2.20 1.31 0.73
H 3.22 1.43 2.25
H 3.18 2.42 0.69
H 1.81 2.57 1.97
H 1.07 0.20 1.40
H 3.67 -0.32 1.08
H 2.49 -1.37 0.23
H 5.16 0.48 -1.02
H 3.62 -0.80 -2.29
H 3.26 1.42 -1.82
H 0.06 2.59 0.70
H 0.07 2.90 -1.07
H -0.77 0.27 -2.39
H -2.84 -1.14 -2.44
H -4.61 -1.10 -0.39
H -4.12 0.56 1.55
H -1.99 1.98 1.59
C -2.19 -4.43 0.22
O -2.92 -3.78 -0.57
O -1.70 -3.63 1.24
O -1.85 -5.62 0.22
H -2.16 -2.84 0.91